Entry 1:
# C4H7IN

A gas-phase ion, C4H7IN (charge +1) in a non-equilibrium geometry (ωB97M-V/def2-TZVPD, the Open Molecules 2025 dataset).

The calculation puts the LUMO energy (spin up / spin down) at -5.1718 / -4.7587 eV. The calculation puts the HOMO-LUMO gap (spin up / spin down) at 0.2500 / 0.2593 Eh. The total charge is +1. Its energy above the lowest of the compared OMol25 structures with the same formula, charge and spin is 115.2 kcal per mole. The value obtained for the highest occupied orbital energy (spin up / spin down) is -11.974 / -11.814 eV.

Last column: Löwdin charge in e.
Cartesian coordinates (Å):
C 2.2327 -0.0558 -0.5080  -0.360
C 3.4162 -0.7031 -0.4158  -0.451
C 1.3055 0.5119 0.2446  -0.155
C -0.0603 0.5894 -0.2587  -0.068
N -0.9261 -0.6479 0.4642  0.222
I 5.3290 0.0146 0.0556  0.886
H 1.6850 -0.4036 -1.3593  0.109
H 1.8355 1.0050 1.0846  0.138
H -0.2253 0.4949 -1.2819  0.106
H -0.5931 1.4736 0.1335  0.136
H -0.6483 -0.5936 1.4677  0.177
H -0.6955 -1.4857 0.0261  0.121
H -1.8500 -0.3053 0.2753  0.140

Entry 2:
# C8H25O5

5 unconnected molecules or ions with the total composition C8H25O5 in a non-equilibrium geometry (ωB97M-V/def2-TZVPD, the Open Molecules 2025 dataset).

The calculation puts the LUMO energy at 2.5704 eV. The calculation puts the HOMO-LUMO gap at 0.2075 Eh. The total charge is -1. Its energy above the lowest of the compared OMol25 structures with the same formula, charge and spin is 38.7 kcal per mole. The value obtained for the highest occupied orbital energy is -3.077 eV.

Last column: Löwdin charge in e.
Cartesian coordinates (Å):
O -13.8362 11.8202 34.7154  0.120
H -14.6655 12.3033 35.0429  0.095
H -13.3290 12.4736 34.1493  0.063
H -13.2176 11.5947 35.5073  0.094
C -17.1213 13.7266 35.4830  -0.438
O -16.1570 12.8984 36.0103  -0.413
H -17.2219 14.6396 36.0991  0.035
H -16.9036 14.0174 34.4260  0.024
H -18.1134 13.2299 35.3731  0.027
C -11.7014 10.8819 37.6485  -0.408
O -12.7664 11.6396 37.1853  -0.411
H -10.8874 11.5160 38.0479  0.032
H -12.1131 10.1319 38.3492  0.038
H -11.2129 10.2719 36.8504  0.026
C -16.6368 10.0238 33.1575  -0.059
C -16.0887 8.8730 33.9787  -0.513
C -14.9085 8.2125 33.2994  -0.061
O -15.6774 9.3169 35.2690  -0.046
H -17.4830 10.5792 33.5605  0.079
H -16.8377 9.7646 32.1136  0.069
H -15.8270 10.7614 33.1014  0.069
H -16.8593 8.1190 34.2090  0.128
H -14.0807 8.9311 33.3159  0.077
H -15.1419 8.0491 32.2469  0.071
H -14.5403 7.3341 33.8244  0.076
H -16.4536 9.6985 35.6948  0.093
C -12.3385 12.2908 31.1732  -0.054
C -11.6802 12.7102 32.4805  -0.437
C -10.4462 13.5681 32.2236  -0.057
O -12.6048 13.5479 33.2094  -0.066
H -11.8204 11.4516 30.7113  0.083
H -12.3742 13.1028 30.4410  0.083
H -13.3814 12.0519 31.3926  0.081
H -11.4280 11.8461 33.0925  0.148
H -10.6843 14.5869 31.9192  0.081
H -9.9175 13.1412 31.3609  0.076
H -9.7169 13.5857 33.0314  0.080
H -13.1153 14.1249 32.6339  0.116

| no. | E_tot (eV) |
| --- | --- |
| 1 | -13840.2595 |
| 2 | -18936.0358 |